{"formula": "C39H34N6O4PW", "method": "wB97M-V/def2-TZVPD", "total_charge": 1, "s2": 2.014, "relative_energy_kcal_mol": 0.0, "orbital_gap_ev": [7.183, 6.699], "multiplicity": 3, "largest_force_ev_per_a": 1.1, "e_tot_ev": -69240.2762, "elements": ["W", "O", "C", "N", "C", "C", "C", "C", "C", "C", "N", "C", "O", "C", "C", "C", "C", "C", "N", "C", "C", "C", "C", "C", "N", "H", "H", "H", "H", "H", "H", "H", "H", "H", "H", "H", "H", "N", "C", "C", "C", "O", "O", "H", "H", "H", "H", "H", "H", "N", "C", "C", "C", "C", "C", "C", "P", "C", "C", "C", "C", "C", "C", "C", "C", "C", "C", "C", "C", "H", "H", "H", "H", "H", "H", "H", "H", "H", "H", "H", "H", "H", "H", "H", "H"], "xyz": [[0.616800, -0.536110, 0.939327], [-1.895904, -3.527933, -0.565569], [-1.337565, -2.738460, 0.167153], [-0.020952, -2.358654, 0.142945], [0.927989, -3.155651, -0.545218], [0.751448, -4.491263, -0.884302], [1.779657, -5.167049, -1.523054], [2.966279, -4.513161, -1.819873], [3.150813, -3.180160, -1.480841], [2.121985, -2.494739, -0.838237], [2.136736, -1.140319, -0.408551], [3.203364, -0.343104, -0.705770], [4.146796, -0.587497, -1.437856], [3.127116, 0.972404, -0.002151], [4.131448, 1.911955, -0.125171], [3.955668, 3.143962, 0.477660], [2.769376, 3.392415, 1.156092], [1.822156, 2.393943, 1.251844], [2.013970, 1.176316, 0.710030], [-2.043661, -2.112403, 1.328641], [-3.293143, -2.547377, 1.713855], [-3.823493, -2.055170, 2.895125], [-3.081143, -1.141662, 3.622840], [-1.859326, -0.709339, 3.135494], [-1.332538, -1.196528, 2.002436], [-0.184960, -4.984830, -0.678961], [1.644939, -6.203531, -1.796186], [3.762553, -5.038531, -2.327763], [4.069735, -2.676949, -1.727712], [4.999915, 1.654592, -0.714172], [4.717725, 3.907737, 0.403916], [2.567219, 4.348208, 1.615538], [0.891307, 2.557263, 1.773373], [-3.797489, -3.273297, 1.093869], [-4.793274, -2.382384, 3.242627], [-3.443572, -0.733582, 4.554560], [-1.300248, 0.056083, 3.648334], [1.897332, -1.896406, 2.292662], [2.012839, -1.626489, 3.742063], [2.348812, -0.161306, 3.978622], [1.122285, 0.701081, 3.796908], [0.720216, 1.458811, 4.643418], [0.463193, 0.551783, 2.656886], [1.564615, -2.849802, 2.139909], [2.829717, -1.873732, 1.871600], [2.774820, -2.273204, 4.181463], [1.057245, -1.879568, 4.206257], [3.129445, 0.155212, 3.277778], [2.721816, -0.007971, 4.988805], [1.604698, 1.818774, -2.324568], [0.813716, 2.788345, -1.719840], [1.204195, 4.126715, -1.830688], [0.498750, 5.135778, -1.209135], [-0.636009, 4.835963, -0.464626], [-1.036152, 3.518093, -0.352938], [-0.325986, 2.476836, -0.952205], [-0.813656, 0.732711, -0.725266], [-2.570685, 0.753100, -0.219439], [-2.938111, 1.365448, 0.980800], [-4.260892, 1.385364, 1.385276], [-5.233791, 0.767527, 0.609050], [-4.874662, 0.130011, -0.566964], [-3.550314, 0.123761, -0.984974], [-0.909627, 0.171912, -2.466800], [-1.432057, 1.072629, -3.402490], [-1.574057, 0.700256, -4.726791], [-1.194058, -0.571927, -5.137489], [-0.682565, -1.470463, -4.218011], [-0.543746, -1.100099, -2.885454], [1.131779, 1.011549, -2.708358], [2.293992, 2.183543, -2.965094], [2.078137, 4.362069, -2.426229], [0.823352, 6.161189, -1.319118], [-1.211055, 5.617880, 0.008474], [-1.936804, 3.301622, 0.205924], [-2.184225, 1.828805, 1.609625], [-4.531639, 1.875773, 2.310190], [-6.268409, 0.784328, 0.923599], [-5.623329, -0.366325, -1.168469], [-3.292268, -0.386742, -1.900607], [-1.723127, 2.068543, -3.091343], [-1.976497, 1.404092, -5.441774], [-1.300014, -0.858608, -6.174895], [-0.387463, -2.463403, -4.527940], [-0.147480, -1.808654, -2.192078]], "forces_ev_per_angstrom": [[0.3, -0.5, 0.9], [0.0, 0.1, 0.1], [0.1, 0.0, 0.0], [-0.1, -0.1, -0.1], [-0.1, 0.0, -0.1], [0.0, 0.0, 0.0], [0.1, 0.1, 0.0], [-0.1, 0.0, 0.0], [0.0, 0.0, 0.0], [0.0, 0.1, -0.1], [0.1, 0.1, 0.1], [0.1, 0.0, -0.1], [-0.1, 0.1, 0.2], [-0.1, 0.0, 0.0], [0.0, 0.0, 0.0], [0.0, 0.0, 0.0], [0.0, -0.1, 0.1], [0.1, 0.1, 0.0], [0.1, 0.2, -0.1], [0.0, 0.0, 0.0], [0.0, 0.1, 0.0], [0.0, 0.0, 0.0], [0.0, 0.1, -0.1], [-0.1, 0.0, -0.1], [0.0, 0.0, 0.0], [0.0, 0.0, 0.0], [0.0, 0.0, 0.0], [0.0, 0.0, 0.0], [0.0, 0.0, 0.0], [0.0, 0.0, 0.0], [0.0, 0.0, 0.0], [0.0, 0.0, 0.0], [0.1, 0.0, 0.0], [0.0, 0.0, 0.0], [0.0, 0.0, 0.0], [0.0, 0.0, 0.0], [0.0, 0.0, 0.0], [0.0, 0.0, -0.2], [0.0, -0.1, 0.0], [0.0, 0.0, 0.0], [-0.1, 0.1, -0.1], [0.0, 0.1, 0.1], [0.0, -0.2, -0.3], [0.0, 0.1, 0.0], [-0.2, 0.0, 0.1], [0.0, 0.0, 0.0], [0.0, 0.0, 0.0], [0.0, 0.0, 0.0], [0.0, 0.0, 0.0], [-0.1, -0.1, 0.0], [0.1, 0.1, -0.1], [-0.1, 0.0, 0.0], [0.0, 0.0, 0.0], [0.1, 0.0, 0.0], [-0.1, 0.0, 0.0], [0.0, 0.0, 0.0], [-0.3, 0.2, -0.4], [0.0, 0.0, 0.0], [0.1, -0.1, 0.1], [0.0, 0.0, 0.0], [0.0, 0.0, 0.0], [0.0, 0.0, 0.0], [0.0, 0.0, 0.1], [-0.2, 0.0, 0.1], [0.0, 0.0, 0.0], [0.0, 0.0, 0.0], [0.0, 0.0, 0.0], [0.0, 0.0, 0.0], [0.0, 0.1, -0.2], [0.0, 0.1, 0.0], [0.0, 0.0, 0.0], [0.0, 0.0, 0.0], [0.0, 0.0, 0.0], [0.0, 0.0, 0.0], [0.1, 0.1, -0.1], [0.0, -0.1, 0.0], [0.0, 0.0, 0.0], [0.0, 0.0, 0.0], [0.0, 0.0, 0.0], [0.0, 0.0, -0.1], [0.0, 0.0, 0.0], [0.0, 0.0, 0.0], [0.0, 0.0, 0.0], [0.0, 0.0, 0.0], [0.2, -0.3, 0.3]]}

{"formula": "H34O17", "method": "wB97M-V/def2-TZVPD", "relative_energy_kcal_mol": 69.6, "orbital_gap_ev": 8.133, "largest_force_ev_per_a": 2.6, "e_tot_ev": -35358.9939, "elements": ["O", "H", "H", "O", "H", "H", "O", "H", "H", "O", "H", "H", "O", "H", "H", "O", "H", "H", "O", "H", "H", "O", "H", "H", "O", "H", "H", "O", "H", "H", "O", "H", "H", "O", "H", "H", "O", "H", "H", "O", "H", "H", "O", "H", "H", "O", "H", "H", "O", "H", "H"], "xyz": [[-2.908686, 0.491210, 1.473266], [-2.963767, 0.440492, 0.544811], [-2.214617, -0.077168, 1.758623], [-0.484390, -3.271197, 2.189155], [-0.754582, -2.570925, 1.556430], [0.396894, -3.069605, 2.448169], [-0.979715, 2.374618, 0.460493], [-0.801137, 1.436960, 0.333662], [-1.121452, 2.752874, -0.422494], [2.579412, -0.508298, -1.390676], [2.809726, -0.808737, -2.262714], [2.397364, -1.278151, -0.870921], [-0.939492, -3.010083, -1.107843], [-1.104278, -3.746292, -1.742373], [-0.663857, -2.271904, -1.680402], [1.665324, 2.832121, 1.349343], [1.756575, 2.353525, 2.185843], [0.777925, 2.690045, 1.095056], [-0.942549, 1.793416, -2.260509], [-1.593315, 2.059898, -2.912719], [-0.082513, 1.857443, -2.688844], [0.131594, -1.214198, -2.723795], [0.442057, -1.944325, -3.293393], [-0.442024, -0.647783, -3.229709], [-2.807397, -2.359089, 0.541342], [-2.133543, -2.427830, -0.134385], [-3.637138, -2.280936, 0.049126], [3.901208, 0.429373, 1.281763], [2.956912, 0.352245, 1.355904], [4.076528, -0.424604, 0.879242], [1.442692, -0.356219, 1.892311], [1.740806, -1.199591, 2.213571], [1.707311, 0.122010, 2.649228], [-0.471781, 1.796845, 2.965859], [-0.554872, 0.851023, 3.092642], [-0.825013, 1.896333, 2.052673], [1.379336, 1.150689, -3.775403], [1.336176, 0.273949, -3.459807], [1.031431, 1.141907, -4.666906], [-3.080851, 0.480565, -1.304578], [-3.547322, 1.380552, -1.282304], [-2.185037, 0.609353, -1.608242], [-0.344391, -0.168395, -0.032802], [0.276765, -0.214625, 0.729888], [0.167736, -0.205932, -0.855753], [2.890307, 2.130368, -0.834839], [2.623932, 1.220275, -0.967220], [2.607418, 2.441710, 0.027396], [-0.948603, -0.869955, 3.293554], [-1.581779, -0.643061, 3.948744], [-0.981328, -1.790899, 3.140537]], "forces_ev_per_angstrom": [[-1.0, 1.1, 2.1], [0.1, -0.5, -1.8], [0.6, -0.9, 0.1], [-1.2, 0.3, -0.6], [0.1, -0.8, 0.1], [1.2, 0.1, 0.2], [0.0, 1.4, -0.4], [-0.2, -0.6, -0.8], [0.2, -0.4, 0.5], [-0.1, 0.4, 0.0], [0.4, -0.2, -0.4], [-0.2, -0.8, 0.4], [0.4, -1.1, -1.4], [0.0, 0.6, 0.9], [-0.1, 0.0, 0.4], [2.1, 0.1, 1.2], [-0.2, 0.5, -0.2], [-2.0, 0.0, -0.6], [-0.3, -0.1, -0.1], [0.0, 0.2, -0.2], [0.6, 0.1, -0.2], [0.8, -0.7, -0.4], [-0.3, 0.6, 0.1], [-0.6, 0.3, -0.5], [-1.0, 0.0, 0.6], [0.2, -0.2, -0.4], [0.3, 0.2, 0.4], [0.9, -0.5, 0.3], [-0.6, 0.5, -0.2], [0.7, 0.0, -0.2], [-0.1, -1.0, -0.6], [0.0, -1.2, -0.3], [-0.2, 1.9, 1.5], [0.2, 0.0, -0.5], [0.0, -0.2, 0.2], [-0.2, 0.6, 1.1], [0.0, 1.8, -0.4], [0.0, -1.6, 0.7], [0.1, 0.0, -0.4], [-2.2, 1.3, 0.0], [1.3, -1.9, -0.1], [0.5, 0.5, 0.1], [0.1, -0.4, 0.0], [-0.2, 0.0, -0.7], [0.2, 0.1, 0.5], [0.4, 0.5, -1.5], [0.1, 0.1, 0.4], [-0.2, -0.2, 0.4], [0.9, 1.7, -0.2], [-1.0, 0.1, 0.9], [-0.4, -2.0, -0.1]]}

{"formula": "C4H4O2Sc", "method": "wB97M-V/def2-TZVPD", "total_charge": 3, "relative_energy_kcal_mol": 109.4, "orbital_gap_ev": [6.669, 6.307], "largest_force_ev_per_a": 5.3, "e_tot_ev": -28964.4835, "elements": ["H", "O", "C", "C", "C", "H", "H", "H", "C", "O", "Sc"], "xyz": [[-2.181113, -1.416563, 0.345972], [1.901429, 0.833804, 0.041059], [1.455042, -0.493302, -0.004583], [-0.003370, -0.514087, -0.146361], [-1.146414, -1.053850, -0.446290], [2.856168, 0.841668, 0.155434], [1.701045, -1.058649, 0.911867], [1.878742, -1.058423, -0.853963], [-1.591407, 0.023853, 0.308812], [-2.332202, 1.009225, 0.155920], [-2.537924, 2.886324, -0.467866]], "forces_ev_per_angstrom": [[1.7, -1.4, -1.9], [-0.7, -0.7, -0.1], [0.0, 2.2, 0.0], [1.5, -0.6, 1.5], [-4.5, -2.2, 2.0], [0.6, 0.1, 0.1], [-0.3, -0.4, 0.2], [-0.3, -0.4, -0.3], [1.5, 4.1, -3.0], [1.1, -2.7, 1.8], [-0.7, 1.9, -0.4]]}

{"formula": "C26H53N3O10", "method": "wB97M-V/def2-TZVPD", "relative_energy_kcal_mol": 0.0, "orbital_gap_ev": 9.421, "largest_force_ev_per_a": 1.0, "e_tot_ev": -52767.4824, "elements": ["C", "C", "C", "N", "C", "C", "O", "N", "C", "C", "C", "C", "C", "C", "C", "C", "C", "N", "H", "H", "H", "H", "H", "H", "H", "H", "H", "H", "H", "H", "H", "H", "H", "H", "H", "H", "H", "H", "H", "H", "H", "H", "H", "H", "H", "H", "H", "C", "C", "O", "C", "O", "O", "C", "H", "H", "H", "H", "H", "H", "H", "H", "C", "C", "O", "C", "O", "O", "C", "H", "H", "H", "H", "H", "H", "H", "H", "C", "C", "O", "C", "O", "O", "C", "H", "H", "H", "H", "H", "H", "H", "H"], "xyz": [[4.449642, -3.605416, -0.108018], [4.181992, -2.093762, -0.182924], [4.720456, -1.424873, -1.462596], [3.868777, -0.347784, -1.979785], [2.667785, -0.704127, -2.754619], [2.511503, -2.204608, -2.946223], [3.090401, -2.892401, -3.767851], [1.580343, -2.692045, -2.028473], [0.838472, -1.586918, -1.409572], [1.300844, -0.289837, -2.138669], [1.427564, 0.977694, -1.274748], [1.878147, 0.817221, 0.189444], [0.789706, 1.190755, 1.200071], [0.332915, -0.081387, -3.332163], [-1.092190, 0.415282, -2.990177], [-2.238965, -0.561874, -3.306357], [-2.812853, -1.357673, -2.124595], [-2.956031, -0.537068, -0.911315], [5.338949, -3.836701, 0.483353], [3.618767, -4.126962, 0.379648], [4.573546, -4.045317, -1.099948], [4.645196, -1.604323, 0.679788], [3.116798, -1.903695, -0.082611], [5.678164, -0.957899, -1.212950], [4.944836, -2.183197, -2.223873], [4.435299, 0.238211, -2.573620], [2.758705, -0.226240, -3.732997], [1.960839, -3.394544, -1.411350], [0.899104, -1.592113, -0.319328], [-0.221420, -1.745776, -1.635339], [2.140857, 1.641287, -1.774648], [0.479511, 1.520289, -1.275516], [2.227903, -0.190430, 0.388603], [2.745762, 1.465322, 0.350612], [-0.005132, 0.437024, 1.187609], [0.375457, 2.171703, 0.953493], [1.205220, 1.241400, 2.209191], [0.236188, -1.041224, -3.855927], [0.807083, 0.596897, -4.047525], [-1.157127, 0.734131, -1.950898], [-1.274209, 1.325185, -3.568965], [-3.067664, -0.023622, -3.775518], [-1.902402, -1.293590, -4.050235], [-3.812387, -1.698859, -2.412707], [-2.235776, -2.270832, -1.926922], [-2.039615, -0.452926, -0.484349], [-3.539922, -1.018007, -0.238256], [-0.093453, 6.583062, 5.515189], [-0.457486, 5.232365, 4.940230], [0.229166, 4.973194, 3.703402], [1.494223, 4.585404, 3.824003], [2.091120, 4.407155, 4.854324], [1.989729, 4.374440, 2.606267], [3.367392, 3.989841, 2.598737], [-0.275669, 7.369092, 4.781799], [-0.699722, 6.784759, 6.398221], [0.955965, 6.615082, 5.803700], [-1.512076, 5.194364, 4.675795], [-0.248132, 4.427101, 5.643651], [3.541064, 3.168596, 3.290772], [3.997533, 4.835201, 2.869408], [3.590096, 3.668944, 1.585418], [-6.525879, 0.651851, -2.688708], [-7.199858, 1.007387, -3.994370], [-7.547872, -0.161644, -4.755638], [-8.646970, -0.794281, -4.355492], [-9.371797, -0.463646, -3.454561], [-8.805226, -1.873681, -5.120930], [-9.935942, -2.679340, -4.778531], [-5.663280, 0.007696, -2.865157], [-6.186422, 1.553090, -2.179180], [-7.210017, 0.120739, -2.027873], [-6.522033, 1.560520, -4.641529], [-8.090929, 1.613423, -3.834284], [-10.844748, -2.082305, -4.761493], [-9.787688, -3.147289, -3.806768], [-10.001099, -3.439468, -5.550797], [4.397290, -3.491069, 3.065129], [3.682686, -3.658183, 4.388914], [3.635516, -2.427278, 5.129367], [2.711887, -1.559600, 4.723976], [1.915949, -1.734262, 3.838084], [2.835840, -0.448592, 5.446821], [1.934794, 0.593762, 5.064095], [5.393923, -3.076505, 3.221346], [4.496961, -4.458437, 2.572317], [3.844487, -2.823252, 2.405102], [4.223309, -4.344363, 5.037421], [2.670156, -4.036103, 4.252440], [0.904881, 0.244095, 5.078845], [2.185173, 0.954801, 4.067576], [2.066119, 1.396960, 5.782720]], "forces_ev_per_angstrom": [[-0.1, -0.1, 0.0], [0.2, 0.0, 0.0], [0.2, 0.0, 0.1], [0.0, -0.2, 0.0], [-0.4, 0.2, -0.2], [0.3, -0.7, -0.6], [-0.1, 0.4, 0.8], [0.4, 0.7, 0.1], [-0.6, -0.1, 0.0], [0.2, -0.2, 0.1], [0.0, 0.0, 0.0], [0.1, 0.4, 0.0], [0.2, -0.1, -0.3], [-0.1, -0.1, 0.1], [0.0, 0.0, -0.3], [0.0, -0.3, 0.0], [-0.2, 0.0, 0.1], [0.1, -0.1, -0.3], [0.0, 0.0, -0.2], [0.1, 0.0, -0.1], [0.0, 0.0, 0.0], [-0.2, 0.0, -0.1], [0.0, 0.0, -0.1], [-0.1, 0.0, -0.1], [-0.1, 0.0, 0.0], [0.1, 0.0, 0.1], [0.0, -0.1, 0.0], [-0.3, -0.4, -0.2], [0.4, 0.1, 0.0], [0.0, 0.1, 0.1], [-0.1, -0.1, -0.1], [0.0, -0.1, 0.0], [0.1, 0.0, 0.0], [0.0, -0.1, 0.0], [-0.1, 0.2, 0.1], [-0.1, -0.1, 0.1], [-0.2, -0.1, -0.1], [0.1, 0.1, 0.0], [-0.1, 0.1, 0.1], [0.0, 0.0, 0.0], [0.0, 0.0, 0.1], [0.1, 0.1, 0.1], [-0.1, 0.1, 0.0], [0.1, 0.0, 0.0], [0.1, 0.1, -0.1], [-0.1, 0.1, 0.2], [0.0, 0.0, 0.0], [0.1, 0.0, -0.1], [-0.2, 0.0, 0.2], [0.0, 0.1, -0.1], [-0.1, -0.3, 0.0], [0.0, 0.1, 0.2], [0.0, 0.1, -0.1], [0.1, -0.1, -0.1], [0.0, 0.0, 0.0], [0.0, 0.0, 0.0], [0.0, 0.0, 0.0], [0.0, 0.0, -0.1], [0.1, 0.0, 0.0], [0.0, 0.0, 0.0], [0.0, 0.0, 0.0], [-0.1, 0.1, 0.0], [0.0, -0.2, 0.0], [0.1, 0.3, 0.1], [0.0, 0.0, 0.0], [0.1, -0.1, 0.0], [-0.1, 0.1, 0.1], [0.0, 0.0, -0.1], [0.0, -0.1, 0.0], [0.1, 0.1, 0.0], [0.0, 0.0, 0.0], [-0.1, 0.1, 0.0], [0.0, -0.1, -0.1], [0.0, -0.1, 0.0], [0.0, 0.0, 0.0], [0.0, 0.0, 0.0], [0.0, 0.0, 0.0], [-0.1, 0.1, 0.2], [0.1, -0.2, -0.1], [0.0, 0.0, 0.1], [0.3, 0.1, -0.1], [-0.2, 0.0, -0.1], [-0.1, 0.0, 0.1], [0.0, 0.2, 0.1], [0.0, 0.0, 0.0], [0.0, 0.0, 0.1], [0.0, -0.1, 0.1], [0.0, 0.0, 0.0], [0.0, 0.1, 0.0], [0.0, 0.0, 0.0], [0.0, 0.0, 0.0], [0.1, 0.0, 0.0]]}